(1)
Here is one molecule with the formula C6H9ClS in a non-equilibrium geometry from the Open Molecules 2025 dataset. Energies are from wB97M-V/def2-TZVPD.

```
17
C6H9ClS (wB97M-V/def2-TZVPD)
S -0.63 2.55 -0.15
C -0.73 0.90 0.58
C -1.52 -0.24 -0.21
C -0.49 -1.40 -0.55
C 0.76 -0.56 -0.45
C 1.95 -0.16 0.42
Cl 3.11 1.02 -0.23
C 0.55 0.15 0.87
H 0.11 2.23 -1.23
H -1.19 1.15 1.53
H -1.94 0.19 -1.15
H -2.40 -0.54 0.39
H -0.47 -2.17 0.24
H -0.68 -1.84 -1.53
H 0.77 0.21 -1.24
H 2.47 -0.89 1.07
H 0.34 -0.61 1.64
```

The energy above the lowest of the compared OMol25 structures with the same formula, charge and spin comes out at 241.3 kJ/mol. Its multiplicity is 1. The value obtained for the HOMO energy is -8.968 eV. As for the frontier orbital gap: 9.88 eV. As for the SMILES: S[C@H]1CC[C@@H]2[C@@H](Cl)[C@H]21.

***

(2)
Here is one molecule with the formula C6H13NO in a non-equilibrium geometry from the Open Molecules 2025 dataset. Energies are from wB97M-V/def2-TZVPD.

```
21
C6H13NO (wB97M-V/def2-TZVPD)
C -1.07 2.69 -0.96
C -0.77 2.71 0.34
C -0.44 1.55 1.20
C 0.30 0.33 0.41
C 0.27 -1.06 1.05
N -0.24 -2.18 0.19
C 0.81 -2.76 -0.68
O 1.04 -2.09 -1.83
H -0.94 3.48 -1.73
H -1.31 1.61 -1.34
H -0.76 3.71 0.80
H 0.23 1.79 2.09
H -1.35 1.02 1.63
H -0.10 0.34 -0.60
H 1.33 0.48 0.14
H 1.33 -1.29 1.25
H -0.36 -0.98 1.90
H -0.92 -1.78 -0.49
H 0.30 -3.62 -1.10
H 1.82 -2.85 -0.31
H 0.86 -1.11 -1.96
```

The energy above the lowest of the compared OMol25 structures with the same formula, charge and spin comes out at 365.1 kJ/mol. Its multiplicity is 1. The value obtained for the HOMO energy is -9.133 eV. As for the frontier orbital gap: 10.05 eV. As for the SMILES: C=CCCCNCO.

***

(3)
Here is C46H42ClHfN5O2SSi as an isolated structure in a non-equilibrium geometry from the Open Molecules 2025 dataset. Energies are from wB97M-V/def2-TZVPD.

```
99
C46H42ClHfN5O2SSi (wB97M-V/def2-TZVPD)
Hf 0.07 -0.02 -0.09
Cl -5.74 -4.29 -0.79
C -4.23 -3.43 -0.90
C -3.84 -2.88 -2.13
C -2.64 -2.23 -2.23
C -1.80 -2.05 -1.11
O -0.63 -1.49 -1.25
C -2.23 -2.58 0.13
C -1.47 -2.43 1.33
N -0.39 -1.72 1.44
C 0.34 -1.68 2.64
C 0.11 -2.47 3.75
C 0.90 -2.35 4.90
C 1.95 -1.48 4.95
C 2.26 -0.69 3.82
C 3.36 0.18 3.77
C 3.63 0.87 2.62
C 2.77 0.73 1.53
N 1.71 -0.05 1.54
C 1.44 -0.78 2.66
C -3.44 -3.31 0.20
H -4.49 -2.98 -2.99
H -2.29 -1.84 -3.17
H -1.86 -2.97 2.20
H -0.68 -3.21 3.74
H 0.68 -2.97 5.76
H 2.57 -1.39 5.83
H 4.00 0.27 4.65
H 4.48 1.53 2.56
H 2.96 1.24 0.59
H -3.74 -3.76 1.13
C 3.26 -0.13 -3.30
C 2.94 1.31 -3.04
C 3.49 2.32 -3.80
C 3.21 3.66 -3.55
C 2.38 3.98 -2.48
C 1.79 3.00 -1.69
C 0.98 3.40 -0.49
C 2.03 1.60 -1.96
N 1.52 0.60 -1.23
H 3.98 -0.22 -4.11
H 2.36 -0.68 -3.55
H 3.67 -0.59 -2.39
H 4.17 2.06 -4.60
H 3.65 4.44 -4.15
H 2.20 5.02 -2.24
H 0.74 4.47 -0.53
H 1.54 3.22 0.43
H 0.05 2.85 -0.41
O -1.13 1.14 0.95
Si -2.32 1.59 1.94
C -1.64 2.48 3.46
C -2.39 2.59 4.63
C -1.95 3.35 5.70
C -0.74 4.02 5.63
C 0.04 3.90 4.48
C -0.41 3.14 3.41
C -3.53 2.81 1.17
C -3.30 3.42 -0.06
C -4.18 4.36 -0.58
C -5.31 4.72 0.13
C -5.56 4.13 1.37
C -4.68 3.19 1.88
C -3.35 0.15 2.61
C -4.54 -0.24 1.98
C -5.37 -1.18 2.55
C -5.03 -1.79 3.75
C -3.84 -1.44 4.38
C -3.02 -0.47 3.81
H -3.34 2.07 4.70
H -2.56 3.43 6.59
H -0.40 4.62 6.46
H 0.99 4.42 4.42
H 0.20 3.06 2.51
H -2.42 3.14 -0.63
H -3.98 4.82 -1.54
H -6.00 5.46 -0.26
H -6.45 4.40 1.93
H -4.88 2.74 2.84
H -4.82 0.24 1.04
H -6.29 -1.46 2.05
H -5.69 -2.52 4.20
H -3.56 -1.90 5.32
H -2.11 -0.18 4.32
S -1.66 1.01 -2.17
C -1.82 2.34 -3.21
N -3.02 2.57 -3.77
C -3.31 3.65 -4.70
C -2.30 4.77 -4.51
C -0.90 4.19 -4.51
N -0.81 3.15 -3.50
H -3.74 1.92 -3.51
H -4.32 4.01 -4.50
H -3.28 3.29 -5.73
H -2.48 5.27 -3.55
H -2.41 5.51 -5.31
H -0.16 4.96 -4.28
H -0.66 3.78 -5.49
H 0.10 2.93 -3.10
```

The energy above the lowest of the compared OMol25 structures with the same formula, charge and spin comes out at 68.1 kJ/mol. Its multiplicity is 1. The value obtained for the HOMO energy is -5.929 eV. As for the frontier orbital gap: 4.87 eV.

***

(4)
Here is one molecule with the formula C19H24N2O5S2 from the Open Molecules 2025 dataset. Energies are from wB97M-V/def2-TZVPD.

```
52
C19H24N2O5S2 (wB97M-V/def2-TZVPD)
C -0.17 -2.94 -1.71
C 1.04 -2.47 -0.98
C 1.18 -2.70 0.38
C 2.29 -2.28 1.07
C 3.31 -1.59 0.41
O 4.39 -1.25 1.20
C 5.26 -0.22 0.79
C 4.71 1.16 1.15
N 3.43 1.41 0.54
C 3.25 2.29 -0.47
O 4.13 2.99 -0.91
C 1.83 2.33 -1.04
C 0.77 1.82 -0.13
C 0.44 2.27 1.12
C -0.61 1.53 1.71
C -1.06 0.53 0.91
S -2.39 -0.58 1.26
O -2.10 -1.86 0.70
O -2.69 -0.47 2.66
N -3.63 0.17 0.40
C -4.92 0.24 1.07
C -5.79 1.22 0.28
O -5.93 0.81 -1.06
C -4.68 0.71 -1.70
C -3.76 -0.27 -0.97
S -0.23 0.47 -0.59
C 3.18 -1.34 -0.95
C 2.06 -1.78 -1.63
H -0.29 -2.41 -2.66
H -0.10 -4.00 -1.92
H -1.06 -2.78 -1.09
H 0.38 -3.21 0.91
H 2.40 -2.47 2.13
H 5.48 -0.28 -0.28
H 6.19 -0.40 1.34
H 4.60 1.23 2.24
H 5.40 1.94 0.80
H 2.67 0.81 0.82
H 1.84 1.75 -1.96
H 1.63 3.37 -1.31
H 0.93 3.09 1.60
H -1.01 1.71 2.69
H -4.74 0.58 2.09
H -5.40 -0.74 1.09
H -6.80 1.26 0.70
H -5.34 2.22 0.32
H -4.88 0.37 -2.71
H -4.20 1.70 -1.72
H -2.77 -0.28 -1.43
H -4.18 -1.28 -1.02
H 3.94 -0.80 -1.49
H 1.98 -1.58 -2.68
```

The energy above the lowest of the compared OMol25 structures with the same formula, charge and spin comes out at 203.2 kJ/mol. Its multiplicity is 1. The value obtained for the HOMO energy is -8.274 eV. As for the frontier orbital gap: 8.52 eV. As for the SMILES: Cc1ccc(OCCNC(=O)Cc2ccc(S(=O)(=O)N3CCOCC3)s2)cc1.

***

(5)
Here is a 2-piece molecular cluster, C3H7N2O2 overall in a non-equilibrium geometry from the Open Molecules 2025 dataset. Energies are from wB97M-V/def2-TZVPD.

```
14
C3H7N2O2 (wB97M-V/def2-TZVPD)
C 0.91 0.13 1.00
C -1.34 -0.25 -0.08
C 0.17 -0.43 -0.22
N 1.10 1.39 0.70
N 3.24 -0.31 0.22
O 3.18 0.35 -0.91
O 4.22 -1.09 0.47
H -1.65 -1.09 -0.57
H -1.92 0.60 -0.68
H -1.68 -0.18 0.99
H 0.28 -1.56 -0.19
H 0.55 0.07 -1.08
H 1.07 1.69 -0.24
H 1.80 1.98 1.24
```

The energy above the lowest of the compared OMol25 structures with the same formula, charge and spin comes out at 607.2 kJ/mol. Its multiplicity is 1. As for the total charge: -1. The value obtained for the HOMO energy is -3.106 eV. As for the frontier orbital gap: 7.09 eV.

***

(6)
Here is an isolated ion of composition C12H14NO and charge +1 in a non-equilibrium geometry from the Open Molecules 2025 dataset. Energies are from wB97M-V/def2-TZVPD.

```
28
C12H14NO (wB97M-V/def2-TZVPD)
C -2.87 0.56 0.37
C -1.49 0.82 -0.26
C -1.55 1.06 -1.73
O -0.82 1.88 0.41
C 0.45 1.51 0.71
C 1.57 2.19 1.11
C 2.67 1.40 1.54
C 2.76 0.02 1.42
C 1.77 -0.73 0.78
C 0.52 0.05 0.60
N -0.67 -0.36 -0.06
C -0.65 -1.70 -0.62
C 0.68 -2.39 -0.74
C 1.78 -1.84 0.04
H -2.78 0.13 1.35
H -3.45 -0.24 -0.13
H -3.41 1.50 0.47
H -0.96 1.94 -1.89
H -2.56 1.31 -2.00
H -1.25 0.19 -2.30
H 1.61 3.24 1.04
H 3.50 1.97 1.77
H 3.54 -0.54 1.86
H -1.17 -1.49 -1.52
H -1.41 -2.20 -0.08
H 1.05 -2.40 -1.71
H 0.47 -3.38 -0.46
H 2.67 -2.49 0.03
```

The energy above the lowest of the compared OMol25 structures with the same formula, charge and spin comes out at 6.2 kJ/mol. Its multiplicity is 1. As for the total charge: +1. The value obtained for the HOMO energy (alpha / beta) is -11.864 / -11.863 eV. As for the frontier orbital gap (alpha / beta): 6.52 / 6.52 eV. As for the SMILES: CC1(C)Oc2cccc3c2=[N+]1CCC=3.